{"formula": "C14H18CuIN3", "method": "wB97M-V/def2-TZVPD", "gap_ev": [6.46, 6.49], "charge": 0, "relative_energy_kcal_mol": 133.2, "s2": 0.759, "multiplicity": 2, "total_energy_ev": -72012.885, "largest_force_ev_per_a": 4.8, "elements": ["C", "C", "H", "H", "H", "H", "H", "H", "Cu", "C", "H", "H", "H", "I", "C", "C", "C", "C", "C", "C", "N", "N", "C", "C", "C", "C", "C", "N", "H", "H", "H", "H", "H", "H", "H", "H", "H"], "positions_angstrom": [[-0.846203, 2.168454, -3.015340], [1.598782, 0.910055, -3.406063], [-1.722714, 1.549984, -3.410141], [-0.089800, 2.380839, -3.936059], [-0.809309, 3.089197, -2.275374], [1.821989, -0.188834, -2.852239], [1.010998, 0.787188, -4.357634], [2.136762, 1.819051, -3.192656], [0.163130, 0.922350, -2.192589], [1.254903, 1.927029, -0.697311], [2.257607, 1.425416, -0.509249], [0.690179, 1.985999, 0.278443], [1.409004, 2.959167, -1.148864], [-2.165659, -0.262580, -1.392561], [-2.827811, 0.777408, 4.375273], [-1.760651, -0.127613, 4.492369], [-0.919934, -0.362768, 3.411911], [-1.142783, 0.318072, 2.194269], [-2.233927, 1.208830, 2.072740], [-3.056755, 1.441081, 3.162305], [-0.292034, 0.155445, 1.082383], [0.657684, -0.660609, 1.256340], [1.122995, -1.431925, 0.184573], [1.746399, -2.649147, 0.586037], [2.084656, -3.566113, -0.326159], [1.787605, -3.314871, -1.671344], [1.186709, -2.063220, -1.989905], [0.986680, -1.058757, -1.122721], [-3.477168, 0.957669, 5.226824], [-1.572558, -0.659102, 5.428697], [-0.070349, -1.049489, 3.445799], [-2.390318, 1.642882, 1.084595], [-3.885696, 2.143838, 3.069690], [1.863324, -2.759691, 1.693027], [2.591149, -4.530558, -0.050691], [1.999737, -4.000469, -2.474957], [0.893378, -1.884207, -3.023418]], "forces_ev_per_angstrom": [[1.69, 2.31, -3.51], [-1.31, -3.00, 0.35], [0.88, 1.72, 0.99], [-2.37, 0.36, 1.92], [-0.83, -2.12, -1.57], [0.47, 3.57, -2.07], [1.41, 0.20, 0.64], [0.65, -0.25, -0.40], [-0.87, -3.12, 3.48], [1.47, 1.80, 1.41], [-1.29, 0.41, -0.53], [0.36, -0.10, -1.46], [-0.18, -1.28, 0.51], [-0.05, -0.06, -0.32], [0.36, -0.10, -0.35], [-0.03, 0.00, -0.08], [-0.08, 0.30, -0.46], [0.12, 0.64, 1.52], [0.94, -0.57, -0.42], [-0.12, -0.09, 0.30], [0.59, -1.42, -0.95], [-1.46, -0.19, 1.34], [1.13, 0.89, -1.37], [-1.18, 2.41, 2.37], [1.14, -2.42, -1.77], [-0.88, 1.71, 0.21], [0.99, -1.26, 0.06], [-0.64, -1.61, 1.17], [0.07, -0.01, -0.13], [-0.17, 0.24, -0.26], [-0.41, 0.24, 0.20], [-0.07, 0.09, 0.36], [0.19, -0.24, 0.04], [-0.03, -0.06, -1.23], [-0.60, 1.13, -0.19], [-0.05, -0.18, 0.05], [0.16, 0.06, 0.13]], "lowdin_charge": [-0.249, -0.113, -0.029, 0.045, 0.082, 0.066, 0.037, 0.015, 0.010, -0.099, 0.039, 0.009, 0.029, 0.295, -0.077, -0.083, -0.021, -0.270, -0.046, -0.080, -0.013, 0.059, -0.284, -0.023, -0.088, -0.027, -0.158, 0.019, 0.101, 0.104, 0.101, 0.069, 0.106, 0.131, 0.131, 0.101, 0.108]}